No. 1
The following is a DFT calculation (ωB97M-V with the def2-TZVPD basis set) of C28H34IN4O2STc as an isolated structure.

Element x y z (Å)
I  -1.76204  0.21225  -2.96299
Tc  -0.75998  0.34931  -0.19579
S  -0.04696  -0.49618  1.92749
O  3.79893  -2.51799  -2.14246
O  0.78930  1.41537  -0.55750
N  2.07538  1.14997  2.49882
N  0.27200  -1.26806  -0.98676
N  4.19164  1.80317  -0.57349
N  2.39221  -1.07654  2.75400
C  4.61941  0.58587  -0.71156
C  3.82106  -0.55079  -0.82054
C  -4.24814  1.75122  -0.92181
C  -2.41928  1.93287  0.56959
C  2.07807  0.94618  -0.59363
C  -5.70895  0.13837  1.37801
C  -0.65733  -2.22081  -1.51103
C  -2.28165  -2.73423  -3.21116
C  -1.50361  -1.84719  -2.58897
C  1.54613  -1.38966  -1.06067
C  -1.99443  4.68232  -2.08351
C  -3.77489  2.81320  -1.66463
C  -3.66157  1.29972  0.23919
C  -2.49576  3.44567  -1.36652
C  1.58195  -0.10183  2.40713
C  -1.85384  2.97288  -0.19833
C  2.92445  2.05162  -0.46541
C  2.45738  -0.33066  -0.80658
C  3.70095  -0.46147  3.09272
C  -3.59369  -1.14831  0.93641
C  2.45043  3.42955  -0.11321
C  4.49729  -1.96040  -1.04104
C  -4.16501  0.19586  1.23259
C  -0.60964  -3.52641  -1.12603
C  -2.08787  -4.08914  -2.87377
C  3.37138  1.00622  3.32825
C  -1.31184  -4.51745  -1.81256
C  2.33833  -2.52447  2.72397
H  -2.00500  1.85850  1.58455
H  -2.45141  -1.07165  0.97606
H  -1.32795  -5.53782  -1.47110
H  -0.88834  4.71158  -2.15180
H  -6.12703  1.13172  1.35178
H  -3.75138  0.47037  2.18164
H  -6.24088  -0.40302  0.58819
H  4.41834  -2.50691  -0.12294
H  3.27149  4.13851  -0.23774
H  3.29137  -2.83776  3.21792
H  4.38813  -0.62918  2.26407
H  1.43554  3.70439  -0.68639
H  -4.38236  3.15257  -2.52836
H  -2.33912  4.70782  -3.10039
H  1.47110  1.92848  2.57154
H  1.46809  -2.94055  3.26190
H  4.08084  -1.08027  3.88180
H  -0.93296  3.51720  0.12858
H  1.95418  -2.35876  -1.41917
H  5.70736  0.39651  -0.71295
H  5.52187  -1.79076  -1.42918
H  4.38412  -3.29292  -2.47777
H  -5.23891  1.37589  -1.13024
H  -6.11998  -0.32526  2.26475
H  -0.13434  -3.80918  -0.19989
H  -2.98969  -2.43313  -3.97570
H  -2.64320  -4.84078  -3.40047
H  4.16690  1.61439  2.92631
H  2.26815  3.41808  0.97382
H  2.47273  -2.86557  1.67259
H  -2.27203  5.53668  -1.50493
H  -3.65084  -1.59903  -0.03603
H  3.15254  1.14030  4.36458
H  -3.92710  -1.90045  1.67670

Summary:
HOMO-LUMO gap (alpha / beta), eV: 6.4 / 6.1
2S+1: 4
Highest occupied orbital energy (alpha / beta), Eh: -0.6349 / -0.6367
E_tot, a.u.: -2232.4868
Charge: +3

---

No. 2
The following is a DFT calculation (ωB97M-V with the def2-TZVPD basis set) of C28H35AsBCoF5N3O3S2 as an isolated structure.

Element x y z (Å)
As  1.18540  0.65664  -1.81915
Co  -0.47890  0.65529  -0.10241
S  2.08003  1.11096  2.12249
S  -2.42735  0.24710  -1.23264
F  -1.52320  -2.74126  -1.44720
F  -3.77804  0.70765  -3.77914
F  -1.96769  -4.38613  -3.48884
F  -3.34560  -3.54331  -5.67862
F  -4.25963  -0.98216  -5.78483
O  -0.55586  2.60994  -0.61165
O  2.98090  0.84079  1.03284
O  2.31123  2.23610  2.99081
N  -0.26489  -1.12835  0.40110
N  -1.54807  1.03251  1.48824
N  0.61222  1.29141  1.45035
C  1.72472  -0.21995  4.48438
C  -1.96922  1.82366  4.05020
C  2.03546  -0.32544  3.13756
C  -2.74305  3.53335  -0.25987
C  -1.28595  3.59497  -0.56774
C  2.33580  2.21773  -1.58208
C  -0.50586  1.42293  2.23118
C  -2.41660  -3.13263  -3.55148
C  2.33655  -1.56101  2.57581
C  -2.78128  0.96042  1.98509
C  1.67321  -1.36824  5.26013
C  2.36743  -0.87966  -1.81084
C  1.66349  -2.18041  -2.18200
C  -2.19050  -2.25916  -2.49817
C  -3.11846  -2.70914  -4.66443
C  -3.03639  1.35340  3.28005
C  1.85316  -3.86842  5.53335
C  2.29338  -2.69210  3.36490
C  -3.33459  -0.55127  -3.65842
C  -2.62264  -0.93746  -2.52338
C  3.62769  2.17565  -2.38724
C  -0.38804  0.34851  -4.38636
C  -3.58576  -1.40787  -4.71321
C  -0.67885  4.93287  -0.84539
C  1.94490  -2.61544  4.71220
C  -0.68836  1.86972  3.54381
C  0.82623  0.96589  -3.72040
C  -0.36822  -2.15440  0.91962
B  -0.48842  -3.56983  1.61190
H  2.82415  -4.36111  5.60547
H  0.40246  4.85855  -0.90907
H  1.16049  -4.57064  5.06677
H  -0.53074  -3.35949  2.80542
H  0.48675  -4.21431  1.29292
H  0.14850  2.23642  4.11681
H  1.74895  0.64252  -4.20944
H  1.41740  -1.29125  6.31000
H  2.54766  2.30569  -0.52203
H  2.49685  -3.65739  2.92145
H  3.17616  -0.64829  -2.50706
H  -4.03686  1.29017  3.68052
H  -1.08897  5.32309  -1.78011
H  3.45557  2.08590  -3.46096
H  -0.35775  0.53950  -5.46067
H  -1.30010  0.79081  -3.99347
H  -0.96878  5.63338  -0.05987
H  0.85674  -2.40551  -1.48907
H  -3.23951  4.45795  -0.54517
H  1.50219  -3.65846  6.54275
H  1.71375  3.06483  -1.87493
H  -3.19126  2.67366  -0.75794
H  -2.86618  3.39519  0.81697
H  0.78639  2.05323  -3.81079
H  -3.54424  0.58382  1.31606
H  -0.44219  -0.73069  -4.24246
H  2.36760  -3.01274  -2.15630
H  1.24493  -2.13974  -3.19070
H  2.78989  -0.91878  -0.80651
H  4.18975  3.09671  -2.22339
H  2.59246  -1.62915  1.52819
H  4.26807  1.35171  -2.07288
H  -2.14631  2.15273  5.06630
H  1.54795  0.75053  4.92531
H  -1.51218  -4.06268  1.19739

Summary:
HOMO-LUMO gap (alpha / beta), eV: 7.7 / 7.7
Highest occupied orbital energy (alpha / beta), Eh: -0.3089 / -0.3089
E_tot, a.u.: -6417.0080
Charge: 0

---

No. 3
The following is a DFT calculation (ωB97M-V with the def2-TZVPD basis set) of C28H35BN6PW as an isolated structure.

Element x y z (Å)
W  0.10137  0.07076  0.18250
P  1.09431  -1.87448  1.53260
N  0.35757  2.07114  0.38551
N  -0.49325  0.06345  -1.67492
N  -1.43185  1.03644  -2.00525
N  -0.63172  2.76647  -0.30188
N  -1.85906  0.23187  0.79947
N  -2.56588  1.26188  0.20928
C  2.59747  -0.94079  1.21142
C  1.16801  2.99227  0.97876
C  3.65684  0.53970  -0.41979
C  0.06513  -4.33467  0.81378
C  4.78792  -0.05222  1.62829
C  -0.20973  -0.65020  -2.82479
C  0.09597  -5.54366  0.14068
C  -4.84911  2.27744  0.31071
C  1.17712  -5.86092  -0.67333
C  -2.62959  1.82802  -4.04245
C  -2.71017  -0.38165  1.66994
C  2.30478  2.65125  1.87348
C  -0.40870  4.08085  -0.15999
C  -0.94805  -0.12576  -3.84269
C  -1.26697  5.13010  -0.76493
C  -3.80854  1.29814  0.70766
C  2.57296  -0.22709  0.00027
C  3.70207  -0.80850  2.04763
C  2.23972  -4.97536  -0.81127
C  4.77527  0.61003  0.40006
C  0.71814  4.24951  0.64817
C  2.22185  -3.76364  -0.14170
C  0.74421  -1.79192  -2.84637
C  -1.69975  0.94542  -3.30380
C  0.88742  -2.05224  3.31639
C  -3.92310  0.26546  1.64084
C  -2.35144  -1.56201  2.49735
C  1.12857  -3.43893  0.66923
B  -1.88009  2.06210  -0.90267
H  0.85926  -2.26889  -1.87153
H  5.64417  1.17490  0.08925
H  2.22091  1.65333  2.30515
H  2.34140  3.37125  2.68924
H  -5.73171  1.74825  -0.04950
H  -1.65079  -2.21423  1.97811
H  -2.07371  2.39988  -4.78784
H  1.72518  -1.46497  -3.20022
H  0.09079  -2.75976  3.54100
H  -2.59155  2.87335  -1.37744
H  3.74787  -1.32128  2.99946
H  0.38605  -2.55002  -3.54106
H  1.81097  -2.45255  3.73924
H  0.66255  -1.08924  3.77388
H  -0.79455  6.10163  -0.64612
H  -1.93059  -1.25794  3.45677
H  1.19884  -6.81162  -1.18878
H  -0.71619  -6.24734  0.25994
H  1.13927  5.18781  0.96678
H  -0.77494  -4.11580  1.46193
H  3.63359  1.04209  -1.37789
H  -1.42910  4.94878  -1.82631
H  1.85818  -0.49617  -0.81931
H  3.24940  2.72082  1.33649
H  -4.79915  0.01454  2.21443
H  -3.16732  2.51063  -3.39346
H  3.07122  -3.09649  -0.22327
H  -5.15480  2.85635  1.18299
H  -2.23763  5.16079  -0.26728
H  -3.34590  1.20995  -4.58572
H  5.66633  0.00972  2.25745
H  -3.24834  -2.14236  2.70518
H  3.09081  -5.24230  -1.42276
H  -4.50816  2.96003  -0.46106
H  -0.97206  -0.46138  -4.86593

Summary:
HOMO-LUMO gap (alpha / beta), eV: 6.5 / 7.3
2S+1: 3
Highest occupied orbital energy (alpha / beta), Eh: -0.6276 / -0.6415
E_tot, a.u.: -1848.9322
Charge: +3

---

Listing maximum force for the structures above in their given order: 0.085; 0.011; 0.016 hartree/bohr.